No. 1
Formula: C26H16Cl3N5OSSc
Source: the Open Molecules 2025 dataset
Level of theory: wB97M-V/def2-TZVPD

Computed properties:
HOMO level = -10.80 eV
energy relative to the best compared isomer or geometry (same formula, charge and spin) = 5.1 kJ/mol
total charge = +1

CARTESIAN COORDINATES (ANGSTROEM)
Sc -0.480 0.332 0.552
Cl -4.005 -3.237 5.955
C -3.344 -2.604 4.490
C -2.245 -1.761 4.545
C -1.750 -1.266 3.357
Cl -0.387 -0.170 3.335
C -2.291 -1.566 2.109
O -1.806 -1.021 1.004
C -3.401 -2.416 2.103
Cl -4.153 -2.763 0.583
C -3.921 -2.937 3.274
H -1.786 -1.505 5.491
H -4.777 -3.597 3.236
N 7.074 0.889 -6.581
C 6.250 0.813 -5.785
C 5.213 0.716 -4.787
C 5.250 -0.310 -3.846
C 4.258 -0.397 -2.885
C 3.216 0.526 -2.867
C 3.179 1.544 -3.816
C 4.178 1.647 -4.767
C 2.138 0.415 -1.845
C 0.851 0.144 -2.325
C 0.481 -0.168 -3.650
C -0.876 -0.445 -3.646
C -1.299 -0.290 -2.326
N -0.283 0.060 -1.519
C 2.508 0.574 -0.505
C 3.795 0.931 -0.045
C 3.748 0.978 1.334
C 2.435 0.661 1.683
N 1.666 0.417 0.607
H 6.054 -1.032 -3.873
H 4.281 -1.194 -2.153
H 2.371 2.264 -3.797
H 4.161 2.444 -5.498
H 1.148 -0.207 -4.495
H -1.489 -0.730 -4.484
H -2.294 -0.437 -1.931
H 4.647 1.133 -0.674
H 4.549 1.213 2.015
H 2.043 0.597 2.686
S -2.018 2.363 0.739
C -3.070 1.703 1.939
N -4.068 0.863 1.546
C -4.952 0.317 2.396
C -4.877 0.639 3.719
C -3.859 1.523 4.081
N -2.985 2.033 3.223
H -4.092 0.621 0.563
H -5.679 -0.365 1.980
H -5.566 0.230 4.441
H -3.739 1.828 5.114

natural (NBO) atomic charge list, values in e, 8 entries: Sc 1.78; Cl 0.05; C -0.05; C -0.24; C -0.10; Cl 0.08; C 0.32; O -0.85

***

No. 2
Formula: C12H22ClN3O3PS
Source: the Open Molecules 2025 dataset
Level of theory: wB97M-V/def2-TZVPD

Computed properties:
HOMO level = -12.19 eV
total charge = +1

CARTESIAN COORDINATES (ANGSTROEM)
C -0.671 1.482 -5.581
C -0.066 0.458 -4.511
C -1.010 0.525 -3.212
C -2.075 -0.643 -3.256
C -0.216 0.668 -1.872
C 0.270 1.997 -1.580
O 0.194 3.191 -2.295
C 1.465 3.340 -2.840
N 2.501 3.735 -3.140
N 0.898 1.798 -0.320
Cl 1.685 3.075 0.509
C 0.828 0.501 0.128
C 1.439 0.028 1.473
O 2.040 -1.262 1.401
C 2.005 -1.871 2.719
N 0.143 -0.241 -0.851
P -0.204 -1.975 -0.829
S -1.935 -2.347 -0.008
H -1.693 1.110 -5.895
H -0.001 1.620 -6.468
H -0.863 2.491 -5.105
H 0.931 0.879 -4.214
H -0.014 -0.566 -4.959
H -1.594 1.486 -3.332
H -2.781 -0.452 -4.110
H -1.513 -1.585 -3.541
H -2.599 -0.844 -2.289
H 0.621 -0.033 2.258
H 2.200 0.786 1.801
H 2.877 -2.580 2.772
H 1.014 -2.394 2.861
H 2.101 -1.113 3.548
H 0.778 -2.651 -0.036
H -0.203 -2.552 -2.129
C -1.470 -0.431 6.342
C -0.306 -1.207 5.759
O 0.169 -0.575 4.568
H -2.285 -0.362 5.619
H -1.843 -0.910 7.249
H -1.169 0.592 6.584
H -0.615 -2.220 5.499
H 0.518 -1.271 6.476
H 0.449 0.318 4.806

natural (NBO) atomic charge list, values in e, 8 entries: C -0.62; C -0.40; C -0.26; C -0.63; C 0.19; C 0.38; O -0.41; C 0.48

***

No. 3
Formula: C5H8N
Source: the Open Molecules 2025 dataset
Level of theory: wB97M-V/def2-TZVPD

Computed properties:
HOMO level (spin up / spin down) = -15.55 / -12.85 eV
energy relative to the best compared isomer or geometry (same formula, charge and spin) = 862.4 kJ/mol
total charge = +1

CARTESIAN COORDINATES (ANGSTROEM)
C -1.022 -1.813 -0.139
C -1.805 -0.758 -0.521
C -1.257 0.304 0.345
C -0.756 1.631 -0.147
C 2.531 -0.585 -0.026
N -0.307 -0.750 0.218
H -0.674 -2.788 -0.195
H -1.777 0.409 1.337
H 0.065 2.017 0.617
H -1.634 2.340 -0.292
H -0.308 1.485 -1.153
H 2.358 0.195 0.763
H 1.835 -1.385 0.248
H 2.752 -0.302 -1.052

natural (NBO) atomic charge list, values in e, 8 entries: C 0.05; C 0.32; C -0.12; C -0.65; C -0.40; N -0.09; H 0.29; H 0.29

***

No. 4
Formula: C44H36AsGaN4OSi
Source: the Open Molecules 2025 dataset
Level of theory: wB97M-V/def2-TZVPD

Computed properties:
HOMO level = -8.31 eV

CARTESIAN COORDINATES (ANGSTROEM)
Ga 0.485 -1.274 -0.133
O 4.224 -0.676 1.248
C 3.019 -0.706 1.045
N 2.374 -0.816 -0.112
C 3.079 -0.790 -1.363
C 2.077 -0.374 -2.406
C 2.397 0.355 -3.544
C 1.387 0.707 -4.425
C 0.084 0.311 -4.155
C -0.156 -0.394 -2.993
N 0.816 -0.710 -2.145
C 2.017 -0.445 2.145
C 2.417 0.161 3.330
C 1.447 0.644 4.189
C 0.109 0.460 3.859
C -0.204 -0.204 2.686
N 0.734 -0.629 1.850
H 3.487 -1.784 -1.617
H 3.922 -0.088 -1.319
H 3.418 0.656 -3.724
H 1.609 1.296 -5.300
H -0.725 0.561 -4.821
H -1.151 -0.703 -2.689
H 3.475 0.262 3.520
H 1.727 1.173 5.090
H -0.679 0.827 4.499
H -1.227 -0.378 2.365
C -5.147 -0.105 1.403
Si -4.509 -1.079 -0.107
C -5.117 -0.292 -1.736
C -5.081 -2.890 0.012
C -2.658 -0.985 -0.123
C -1.446 -0.887 -0.168
H -6.232 -0.100 1.442
H -4.811 0.926 1.379
H -4.786 -0.545 2.327
H -6.200 -0.277 -1.793
H -4.750 -0.849 -2.593
H -4.768 0.732 -1.835
H -6.165 -2.963 0.015
H -4.716 -3.355 0.922
H -4.713 -3.476 -0.824
C -2.499 4.077 2.787
C -1.148 4.290 3.002
C -0.205 3.683 2.189
C -0.608 2.857 1.150
C -1.965 2.617 0.962
C -2.905 3.234 1.766
As 0.600 1.923 -0.081
C 0.336 3.046 -1.651
C -0.772 3.092 -2.478
C -0.780 3.940 -3.576
C 0.339 4.699 -3.882
C 1.462 4.636 -3.078
C 1.462 3.831 -1.945
C 2.530 3.753 -0.954
C 3.714 4.481 -0.985
C 4.631 4.360 0.044
C 4.372 3.513 1.109
C 3.195 2.781 1.149
C 2.265 2.901 0.131
H -3.232 4.570 3.408
H -0.826 4.937 3.805
H 0.851 3.859 2.358
H -2.273 1.932 0.180
H -3.957 3.058 1.599
H -1.637 2.478 -2.252
H -1.658 4.002 -4.204
H 0.332 5.349 -4.746
H 2.336 5.213 -3.338
H 3.918 5.143 -1.814
H 5.548 4.934 0.020
H 5.089 3.411 1.909
H 3.002 2.121 1.986
N 0.650 -10.981 1.805
C 0.663 -9.869 1.524
C 0.678 -8.499 1.184
C 0.668 -7.533 2.194
C 0.675 -6.197 1.862
C 0.689 -5.800 0.520
C 0.708 -6.771 -0.486
C 0.701 -8.109 -0.158
C 0.656 -4.421 0.212
C 0.592 -3.232 -0.032
H 0.648 -7.839 3.230
H 0.663 -5.439 2.631
H 0.721 -6.462 -1.521
H 0.707 -8.862 -0.932

Mulliken atomic charge list, values in e, 8 entries: Ga 2.59; O -0.77; C 0.36; N 0.40; C -1.06; C 0.70; C -1.10; C -0.18

***

No. 5
Formula: C36H27BrN2O2PRu
Source: the Open Molecules 2025 dataset
Level of theory: wB97M-V/def2-TZVPD

Computed properties:
HOMO level (spin up / spin down) = -16.01 / -16.30 eV
multiplicity = 5
total charge = +3

CARTESIAN COORDINATES (ANGSTROEM)
Ru 0.881 -1.161 0.282
C -4.864 -0.599 2.946
C -3.593 -0.510 3.501
C -2.485 -0.873 2.754
C -2.658 -1.322 1.443
C -3.937 -1.416 0.886
C -5.037 -1.048 1.642
P -1.255 -1.949 0.548
C -1.293 -1.458 -1.189
C -0.401 -2.122 -2.052
C -0.167 -1.623 -3.329
C -0.822 -0.476 -3.752
C -1.716 0.178 -2.905
C -1.944 -0.296 -1.624
C -1.024 -3.715 0.747
C -1.969 -4.718 0.752
C -1.570 -6.032 1.035
C -0.261 -6.315 1.350
C 0.714 -5.293 1.383
C 2.053 -5.505 1.792
C 2.945 -4.449 1.884
C 2.558 -3.159 1.533
C 1.265 -2.892 1.045
C 0.321 -3.983 1.050
H -5.727 -0.323 3.536
H -3.469 -0.169 4.520
H -1.494 -0.822 3.191
H -4.077 -1.777 -0.127
H -6.030 -1.119 1.220
H 0.057 -3.057 -1.742
H 0.498 -2.151 -3.999
H -0.660 -0.100 -4.754
H -2.250 1.050 -3.259
H -2.646 0.209 -0.972
H -3.013 -4.504 0.555
H -2.306 -6.825 1.029
H 0.029 -7.330 1.594
H 2.372 -6.504 2.063
H 3.953 -4.631 2.233
H 3.281 -2.354 1.625
C 3.718 -1.542 -1.245
O 2.782 -0.579 -0.678
C 3.039 0.760 -0.931
C 4.248 1.214 -1.430
C 4.418 2.567 -1.706
Br 6.045 3.173 -2.404
C 3.391 3.457 -1.466
C 2.182 3.013 -0.919
C 2.001 1.649 -0.676
O 0.814 1.093 -0.210
C 1.196 4.042 -0.624
N 1.130 5.181 -1.321
C 0.183 5.918 -0.739
C -0.264 7.230 -1.080
C -1.200 7.792 -0.268
C -1.710 7.089 0.858
C -1.305 5.787 1.206
C -0.373 5.219 0.387
N 0.282 3.992 0.392
H 4.665 -1.490 -0.712
H 3.850 -1.333 -2.305
H 3.262 -2.517 -1.106
H 5.066 0.536 -1.622
H 3.515 4.510 -1.678
H 0.039 1.595 -0.502
H 0.148 7.734 -1.943
H -1.573 8.789 -0.461
H -2.450 7.582 1.476
H -1.717 5.293 2.075
H 0.358 3.386 1.196

natural (NBO) atomic charge list, values in e, 8 entries: Ru 0.84; C -0.14; C -0.19; C -0.17; C -0.47; C -0.13; C -0.21; P 1.21

***

No. 6
Formula: C2H2F2O2S
Source: the Open Molecules 2025 dataset
Level of theory: wB97M-V/def2-TZVPD

Computed properties:
HOMO level = -10.97 eV
energy relative to the best compared isomer or geometry (same formula, charge and spin) = 170.7 kJ/mol

CARTESIAN COORDINATES (ANGSTROEM)
C -0.671 2.232 -1.514
C -0.809 1.387 -0.668
O 4.133 0.620 0.799
O 1.976 -0.241 0.030
F -0.833 0.404 0.154
F 3.832 -1.796 0.471
S 3.567 -0.270 -0.143
H 1.476 0.179 0.766
H -0.799 2.872 -2.302

natural (NBO) atomic charge list, values in e, 8 entries: C -0.38; C 0.41; O -0.90; O -0.93; F -0.27; F -0.53; S 1.83; H 0.53